No. 1
Here is a cluster of 2 separate species, C5H10N2O in total at a distorted geometry from the Open Molecules 2025 dataset. Energies are from ωB97M-V with the def2-TZVPD basis set.

lowest unoccupied orbital energy = 0.8274 eV
HOMO-LUMO gap = 8.849 eV
structure (SMILES) = Cc1c[nH]cn1.CO
total charge = 0
highest occupied orbital energy = -0.295 Eh
DFT total energy = -381.15168 a.u.
relative energy (zero: lowest compared OMol25 entry of this formula, charge and spin) = 351.18 kJ/mol

Geometry (Å):
C (0.21865, 0.00383, -1.22161)
C (1.42817, 0.25323, -0.39004)
C (1.65003, -0.26397, 1.01619)
N (2.78119, 0.41709, 1.36014)
C (3.10607, 1.36532, 0.40710)
N (2.36590, 1.24846, -0.66498)
H (0.62557, 0.36727, -2.16071)
H (-0.71495, 0.00054, -0.84943)
H (-0.05967, -0.92385, -1.69046)
H (1.33053, -1.22075, 1.37458)
H (3.34324, 0.16724, 2.21461)
H (3.66492, 2.19662, 0.58688)
C (-3.10950, -0.72353, -0.20893)
O (-3.79105, 0.25547, 0.50951)
H (-2.28970, -1.29953, 0.32160)
H (-3.76494, -1.31077, -0.71073)
H (-2.63240, -0.23214, -1.04387)
H (-4.15205, -0.30053, 1.15014)

---

No. 2
Here is a cluster of 15 separate species, C36H75N6O24 in total at a distorted geometry from the Open Molecules 2025 dataset. Energies are from ωB97M-V with the def2-TZVPD basis set.

lowest unoccupied orbital energy = 4.5662 eV
HOMO-LUMO gap = 7.609 eV
total charge = -3
highest occupied orbital energy = -0.112 Eh
DFT total energy = -3551.33464 a.u.

Geometry (Å):
C (0.57213, 1.47030, 3.86106)
C (0.24820, 0.26424, 4.77859)
O (-0.82028, 0.17978, 5.29118)
N (1.21911, -0.65188, 5.07127)
H (-5.51012, 3.38361, 4.50306)
H (1.03318, -1.42295, 5.63932)
C (2.52934, -0.69449, 4.49086)
H (-0.39491, 1.77304, 3.48503)
H (1.27633, 1.14714, 3.02049)
H (0.94260, 2.33623, 4.40871)
H (3.18665, -1.22578, 5.16282)
H (2.95976, 0.27375, 4.28081)
H (2.57736, -1.22456, 3.51851)
C (-3.34369, -0.75845, 3.37839)
C (-4.41767, -0.77129, 2.31593)
O (-4.61898, 0.23690, 1.61656)
N (-5.09729, -1.90033, 2.22355)
H (-5.82631, 0.15665, 0.07462)
H (-5.81498, -2.00746, 1.51887)
C (-4.83324, -3.19465, 2.84035)
H (-3.59097, -0.16524, 4.26405)
H (-2.54140, -0.17257, 2.97122)
H (-3.10637, -1.83608, 3.56019)
H (-4.03476, -3.74301, 2.33124)
H (-5.77836, -3.79591, 2.80390)
H (-4.54039, -3.24010, 3.87825)
C (5.15057, -1.96182, -0.23155)
C (6.59996, -2.33008, -0.28844)
O (7.22977, -2.89858, 0.63659)
N (7.18597, -2.10835, -1.50371)
H (0.87432, -2.78642, 7.34666)
H (6.67082, -1.66047, -2.17301)
C (8.66794, -2.09555, -1.59668)
H (4.51310, -2.89258, -0.07192)
H (4.84191, -1.42751, -1.09241)
H (4.94394, -1.33260, 0.57624)
H (9.06874, -2.92275, -2.20387)
H (9.06691, -2.14260, -0.58474)
H (8.93588, -1.20480, -2.20314)
C (2.30199, 3.83377, 0.88918)
C (3.71902, 3.60366, 0.14592)
O (4.23082, 4.48415, -0.56467)
N (4.25563, 2.38617, 0.30372)
H (3.51568, 1.70997, 0.53144)
H (5.38555, 5.64588, -1.13739)
C (5.53464, 1.86348, -0.18380)
H (1.96287, 2.90871, 1.39246)
H (1.44495, 4.18104, 0.27958)
H (2.50645, 4.57536, 1.67384)
H (5.93553, 2.22769, -1.15573)
H (5.40381, 0.81080, -0.35418)
H (6.28034, 1.88951, 0.61317)
C (-5.50218, 1.06159, -6.17311)
C (-4.00218, 1.05934, -6.08156)
O (-3.44846, 2.13457, -6.15137)
N (-3.36690, -0.06838, -5.85076)
H (-3.91457, -0.90171, -5.66847)
H (-3.32667, -4.99559, -1.72855)
C (-1.95132, -0.22489, -5.53244)
H (-5.96691, 0.86365, -5.17077)
H (-5.92557, 0.19596, -6.68684)
H (-5.94882, 1.95057, -6.52407)
H (-1.41601, 0.29444, -6.37552)
H (-1.63403, -1.30714, -5.51013)
H (-1.61769, 0.19729, -4.55605)
C (0.40014, -0.85275, -0.08117)
C (1.68367, -0.14320, -0.34882)
O (2.05290, 0.84345, 0.33464)
N (2.37339, -0.53645, -1.39898)
H (2.72964, 4.05334, -2.80804)
H (3.18141, 0.02521, -1.68193)
C (2.06343, -1.52703, -2.39054)
H (-0.48876, -0.39444, -0.57804)
H (0.19949, -0.90756, 0.99524)
H (0.38197, -1.90854, -0.42113)
H (1.03776, -1.85728, -2.42116)
H (2.63722, -2.49673, -2.37203)
H (2.30541, -1.05896, -3.36246)
C (4.81582, 1.05545, -4.95825)
C (5.28847, 0.36280, -3.62389)
O (6.05422, -0.61033, -3.68439)
O (4.71348, 0.79257, -2.62692)
H (5.23005, 0.55635, -5.76864)
H (4.95632, 2.15523, -4.94442)
H (3.73605, 0.94539, -5.08769)
C (0.32170, 2.81216, -4.41702)
C (1.07941, 3.46597, -3.37426)
O (2.43281, 3.56231, -3.62478)
O (0.69500, 3.88591, -2.32811)
H (-0.44640, 2.18085, -3.95679)
H (0.83203, 2.26409, -5.24875)
H (-0.29607, 3.57316, -4.86627)
C (-3.92572, -1.98921, -2.89569)
C (-4.15719, -3.30585, -2.19060)
O (-3.04186, -4.10665, -2.12228)
O (-5.17339, -3.62505, -1.65361)
H (-2.85631, -1.81785, -3.13615)
H (-4.50342, -1.21202, -2.38816)
H (-4.53752, -2.14491, -3.81361)
C (3.59820, -0.52188, 8.33197)
C (2.37485, -1.39980, 8.43040)
O (1.54791, -1.24761, 9.33510)
O (2.22634, -2.26554, 7.49322)
H (4.48566, -1.11856, 8.62173)
H (3.57004, 0.43946, 8.82794)
H (3.71146, -0.31598, 7.26254)
C (0.27465, -4.58209, 8.90926)
C (-0.63155, -3.54985, 8.26239)
O (-0.09557, -3.02757, 7.20595)
O (-1.80327, -3.48005, 8.65490)
H (1.30067, -4.43293, 9.16819)
H (0.20494, -5.46359, 8.25782)
H (-0.19560, -5.00885, 9.78462)
C (-7.75840, -1.05595, -2.22458)
C (-7.35129, -0.71122, -0.87660)
O (-7.88897, -1.04436, 0.13335)
O (-6.17053, -0.05689, -0.79194)
H (-7.77167, -0.22695, -2.94860)
H (-8.58140, -1.75657, -2.25053)
H (-7.03062, -1.72128, -2.66713)
C (6.27177, 5.09144, -3.19385)
C (6.03819, 6.51048, -2.71571)
O (6.44407, 7.55359, -3.25444)
O (5.44917, 6.62241, -1.51895)
H (5.95435, 4.27659, -2.60327)
H (7.32287, 4.99986, -3.41678)
H (5.80474, 4.98664, -4.15173)
C (-3.41004, 2.22640, 4.28378)
C (-3.59620, 3.67612, 4.53604)
O (-4.87422, 4.01837, 4.67099)
O (-2.80866, 4.51034, 4.72348)
H (-4.16719, 1.68286, 4.87579)
H (-2.47416, 1.82310, 4.61939)
H (-3.68956, 2.02662, 3.25929)
C (-8.76764, -2.83092, -6.07437)
C (-7.79896, -1.72110, -5.92015)
O (-8.15834, -0.59705, -6.33229)
O (-6.70933, -2.07717, -5.38511)
H (-9.09343, -3.23211, -5.11709)
H (-8.34640, -3.66784, -6.65743)
H (-9.66286, -2.40268, -6.62560)

---

No. 3
Here is an isolated molecule of C4H8O at a distorted geometry from the Open Molecules 2025 dataset. Energies are from ωB97M-V with the def2-TZVPD basis set.

lowest unoccupied orbital energy = 0.8990 eV
HOMO-LUMO gap = 9.889 eV
structure (SMILES) = C/C=C(/C)O
total charge = 0
highest occupied orbital energy = -0.330 Eh
DFT total energy = -232.39835 a.u.
relative energy (zero: lowest compared OMol25 entry of this formula, charge and spin) = 124.14 kJ/mol

Geometry (Å):
C (-1.26846, 1.34044, -1.14151)
C (-0.46749, 0.85588, 0.09000)
C (0.25040, -0.22935, 0.30129)
C (1.26970, -0.43422, 1.35099)
O (0.26979, -1.39365, -0.57317)
H (-2.18503, 0.73512, -1.17486)
H (-0.80414, 1.16114, -2.10542)
H (-1.58477, 2.34286, -0.88750)
H (-0.47036, 1.67225, 0.81263)
H (1.35350, 0.55976, 1.84317)
H (2.26390, -0.76269, 1.05946)
H (0.88690, -1.01735, 2.20408)
H (-0.68679, -1.53827, -0.53678)

---

No. 4
Here is a cluster of 2 separate species, C4H13N3 in total at a distorted geometry from the Open Molecules 2025 dataset. Energies are from ωB97M-V with the def2-TZVPD basis set.

lowest unoccupied orbital energy (alpha / beta) = 1.0816 / 0.8141 eV
HOMO-LUMO gap (alpha / beta) = 9.249 / 7.970 eV
total charge = 0
highest occupied orbital energy (alpha / beta) = -0.300 / -0.263 Eh
DFT total energy = -324.24672 a.u.
relative energy (zero: lowest compared OMol25 entry of this formula, charge and spin) = 599.17 kJ/mol

Geometry (Å):
C (2.05856, 1.06861, 0.73231)
C (-2.01773, 0.17849, 1.26718)
C (-1.20702, 0.78511, -1.01287)
C (0.57298, -1.98623, -0.65838)
N (1.77043, -0.02156, -0.14447)
N (-0.96529, 0.70766, 0.39037)
N (0.75389, -0.81007, 0.21943)
H (2.82989, 0.72152, 1.31863)
H (2.21634, 1.92188, 0.26932)
H (1.04139, 1.25988, 1.28481)
H (-2.75978, 0.94104, 1.57508)
H (-2.53938, -0.66966, 0.69353)
H (-1.39864, -0.31389, 1.97298)
H (-0.38317, 1.27991, -1.52035)
H (-1.47483, -0.22306, -1.60939)
H (-1.95604, 1.58949, -1.16724)
H (0.83911, -2.82847, -0.14409)
H (-0.44571, -2.01679, -0.73836)
H (1.11695, -1.90793, -1.68842)
H (1.94804, 0.32406, -1.04009)

---

No. 5
Here is a structure of composition C34H45F4N5O2STi at a distorted geometry from the Open Molecules 2025 dataset. Energies are from ωB97M-V with the def2-TZVPD basis set.

lowest unoccupied orbital energy (alpha / beta) = 2.2954 / 2.2958 eV
HOMO-LUMO gap (alpha / beta) = 6.101 / 6.379 eV
total charge = -1
highest occupied orbital energy (alpha / beta) = -0.140 / -0.150 Eh
DFT total energy = -3394.03029 a.u.
2S+1 = 2
relative energy (zero: lowest compared OMol25 entry of this formula, charge and spin) = 69.18 kJ/mol

Geometry (Å):
Ti (0.56657, -0.00330, -0.17562)
C (-0.06604, -2.90762, 3.68920)
C (-1.11369, -1.86228, 3.33804)
N (-1.43069, -1.83838, 1.91997)
C (-2.00077, -3.10368, 1.44347)
C (-1.06355, -3.89060, 0.54431)
C (-2.29884, -0.72810, 1.56020)
C (-1.87227, 0.65708, 2.00460)
N (-0.51156, 1.00948, 1.64038)
C (-0.06342, 2.16286, 2.16626)
C (1.31072, 2.51370, 2.04950)
F (2.11166, 1.69260, 1.34479)
C (1.88026, 3.61806, 2.62484)
F (3.20914, 3.80319, 2.46551)
C (1.15344, 4.53724, 3.36498)
C (-0.19476, 4.27092, 3.44602)
F (-0.99881, 5.14083, 4.10132)
C (-0.79359, 3.16994, 2.86449)
F (-2.15344, 3.14662, 2.94573)
H (0.27738, -2.76787, 4.71614)
H (0.79112, -2.80933, 3.02399)
H (-0.45860, -3.92363, 3.60890)
H (-0.73407, -0.87835, 3.61333)
H (-2.03003, -2.03970, 3.93644)
H (-2.92003, -2.88958, 0.88906)
H (-2.30367, -3.71601, 2.30452)
H (-0.74974, -3.27441, -0.29701)
H (-1.56142, -4.78128, 0.14993)
H (-0.16591, -4.20186, 1.08125)
H (-3.32272, -0.87338, 1.96161)
H (-2.39346, -0.74260, 0.47444)
H (-2.01722, 0.75410, 3.08716)
H (-2.62059, 1.32211, 1.55081)
H (1.60625, 5.39710, 3.83163)
C (5.43090, 5.50408, -4.25199)
C (4.44691, 4.45534, -3.80515)
C (4.79663, 3.49671, -2.87065)
C (3.89600, 2.52539, -2.43098)
C (4.39593, 1.52584, -1.41776)
C (2.60272, 2.51884, -2.96519)
C (2.23242, 3.46697, -3.93178)
C (0.85809, 3.53298, -4.55107)
C (3.16067, 4.42294, -4.32775)
C (1.57454, 1.51808, -2.47385)
O (0.72138, 1.09559, -3.25799)
O (1.68900, 1.20040, -1.24065)
H (6.34714, 5.45770, -3.66371)
H (5.01235, 6.50685, -4.14727)
H (5.69930, 5.37220, -5.30273)
H (5.80003, 3.49792, -2.45727)
H (5.48627, 1.49786, -1.45073)
H (4.01031, 0.52410, -1.59433)
H (4.08114, 1.79766, -0.40989)
H (0.07358, 3.51042, -3.79393)
H (0.67116, 2.67946, -5.20069)
H (0.76541, 4.45248, -5.13095)
H (2.86490, 5.16601, -5.06216)
C (-3.69728, 2.25965, -3.17763)
C (-2.85861, 3.16370, -2.27364)
C (-1.87039, 2.39067, -1.52232)
N (-1.07562, 1.78724, -0.96223)
H (-4.40374, 2.86527, -3.74539)
H (-4.24819, 1.52566, -2.59230)
H (-3.06171, 1.71194, -3.87284)
H (-3.48005, 3.70445, -1.55850)
H (-2.31503, 3.90897, -2.85705)
C (1.83582, -1.04168, 1.21752)
H (1.63804, -0.68074, 2.23224)
H (2.89102, -0.83442, 0.99454)
H (1.69614, -2.12652, 1.19838)
C (0.99897, -1.67281, -1.51177)
H (2.01535, -1.48466, -1.88258)
H (0.34780, -1.73800, -2.38884)
H (1.00315, -2.65473, -1.03462)
N (-1.32720, -0.73818, -4.19459)
C (-2.16751, -1.56592, -3.51930)
S (-2.64840, -1.19451, -1.97717)
N (-2.52045, -2.66470, -4.25426)
C (-3.38324, -3.74842, -3.99840)
C (-4.23883, -3.84646, -2.90682)
C (-5.04745, -4.97135, -2.78260)
C (-5.02639, -5.99008, -3.71949)
C (-4.17677, -5.88142, -4.81303)
C (-3.36321, -4.77194, -4.94874)
H (-0.81668, -0.05251, -3.63194)
H (-0.74978, -1.14110, -4.91855)
H (-2.05846, -2.73700, -5.14646)
H (-4.26250, -3.06196, -2.17012)
H (-5.70564, -5.03908, -1.92526)
H (-5.65912, -6.85997, -3.60165)
H (-4.14220, -6.66080, -5.56350)
H (-2.69676, -4.69442, -5.80116)

---

No. 6
Here is the ion C5H12NOS with charge -1 at a distorted geometry from the Open Molecules 2025 dataset. Energies are from ωB97M-V with the def2-TZVPD basis set.

lowest unoccupied orbital energy = 3.1582 eV
HOMO-LUMO gap = 5.476 eV
structure (SMILES) = OCCCNCC[S-]
total charge = -1
highest occupied orbital energy = -0.085 Eh
DFT total energy = -725.87248 a.u.
relative energy (zero: lowest compared OMol25 entry of this formula, charge and spin) = 215.56 kJ/mol

Geometry (Å):
O (1.57958, 2.97576, 0.40671)
C (2.08171, 1.63251, 0.15242)
C (1.44661, 0.67828, 1.12378)
C (-0.02028, 0.33061, 0.93305)
N (-0.27712, -0.17304, -0.41666)
C (-0.95915, -1.48826, -0.42692)
C (-2.25398, -1.61849, -1.24462)
S (-2.33555, -3.20772, -2.10360)
H (0.64654, 2.86916, 0.19616)
H (3.14510, 1.74178, 0.35200)
H (1.94206, 1.17255, -0.80677)
H (1.93484, -0.31380, 1.04757)
H (1.62813, 0.99547, 2.15920)
H (-0.22049, -0.48547, 1.65351)
H (-0.75054, 1.07708, 1.25182)
H (-0.79632, 0.36816, -1.09354)
H (-1.20579, -2.02590, 0.49218)
H (-0.24201, -2.22717, -0.89334)
H (-3.16332, -1.37267, -0.69070)
H (-2.18001, -0.92885, -2.09227)

---

No. 7
Here is a cluster of 2 separate species, C32H33N4 in total at a distorted geometry from the Open Molecules 2025 dataset. Energies are from ωB97M-V with the def2-TZVPD basis set.

lowest unoccupied orbital energy = -5.4008 eV
HOMO-LUMO gap = 3.441 eV
total charge = +1
highest occupied orbital energy = -0.325 Eh
DFT total energy = -1457.95516 a.u.
relative energy (zero: lowest compared OMol25 entry of this formula, charge and spin) = 50.15 kJ/mol

Geometry (Å):
C (0.28230, 0.28110, 2.75061)
C (-1.13766, 0.18626, 3.02870)
C (-2.01112, 1.24725, 2.71445)
C (-3.31993, 1.25194, 3.16941)
C (-3.79971, 0.19998, 3.96052)
C (-2.94892, -0.85899, 4.29051)
C (-1.64990, -0.87998, 3.81525)
C (1.17488, -0.85456, 2.88511)
C (2.46173, -0.36529, 3.30388)
C (3.43596, -1.24229, 3.75490)
C (3.21676, -2.61812, 3.64298)
C (1.98499, -3.10732, 3.16551)
C (0.94000, -2.23138, 2.84866)
C (2.39193, 1.08277, 3.37197)
C (1.06384, 1.49604, 3.00108)
C (0.72026, 2.85077, 3.15314)
C (1.70847, 3.76627, 3.54791)
C (2.98738, 3.33987, 3.93541)
C (3.31329, 1.97734, 3.90411)
H (-1.63473, 2.09993, 2.15392)
H (-3.97214, 2.09002, 2.92651)
H (-4.82827, 0.19442, 4.31339)
H (-3.29754, -1.66690, 4.93655)
H (-0.97347, -1.65952, 4.16494)
H (4.35975, -0.83048, 4.16621)
H (4.00981, -3.31480, 3.91211)
H (1.83473, -4.18091, 3.07702)
H (-0.05747, -2.61393, 2.62654)
H (-0.29935, 3.19555, 3.02199)
H (1.47137, 4.82866, 3.58548)
H (3.73822, 4.06503, 4.25417)
H (4.27473, 1.59918, 4.25053)
C (3.56005, -2.28309, -2.29535)
C (2.19786, -2.89285, -2.57783)
N (1.26112, -1.93242, -3.16217)
C (0.84179, -2.28006, -4.50074)
C (0.27847, -1.10631, -5.25124)
N (-0.59793, -0.34946, -4.40797)
C (-1.67806, 0.29172, -5.09652)
C (-2.05789, 1.56944, -4.40241)
N (-2.11049, 1.42266, -2.96706)
C (-2.87620, 2.47497, -2.29677)
C (-4.09352, 1.93296, -1.56813)
C (-1.23360, 0.62425, -2.29982)
C (-1.05136, 0.63951, -0.88219)
N (-0.06647, -0.04584, -0.28882)
C (0.74446, -0.84255, -1.00237)
C (0.56943, -1.03179, -2.41014)
C (-0.42318, -0.25417, -3.06187)
H (4.16723, -3.02801, -1.77633)
H (4.06615, -2.02005, -3.23218)
H (3.48280, -1.38808, -1.67116)
H (2.30165, -3.67856, -3.33877)
H (1.75940, -3.32037, -1.66464)
H (1.72007, -2.66261, -5.02382)
H (0.07197, -3.07599, -4.45634)
H (1.08686, -0.47474, -5.65024)
H (-0.31631, -1.46612, -6.09724)
H (-1.32850, 0.51717, -6.10958)
H (-2.54766, -0.37877, -5.17972)
H (-1.32206, 2.35261, -4.67194)
H (-3.05047, 1.88453, -4.72976)
H (-2.21565, 3.02355, -1.60929)
H (-3.19988, 3.14406, -3.10586)
H (-4.56255, 2.75686, -1.02469)
H (-4.82202, 1.53368, -2.28487)
H (-3.82885, 1.14272, -0.85880)
H (-1.70701, 1.22571, -0.23004)
H (1.54009, -1.35249, -0.44682)